Density functional theory data (ωB97M-V/def2-TZVPD) for the molecule C5H6O2 in a non-equilibrium geometry.

Computed properties:
DFT total energy (eV): -9374.1861
Molecular weight (g/mol): 98.1
Frontier orbital gap (spin up / spin down) (eV): 7.2 / 8.3
Energy relative to the best compared isomer or geometry (same formula, charge and spin) (kJ/mol): 280.7
E_HOMO (spin up / spin down) (Eh): -0.2808 / -0.2946

ORCA input file:
```
! wB97M-V def2-TZVPD RIJCOSX def2/J DEFGRID3
* xyz 0 1
O 2.30572 1.28723 -1.45581
C 2.04967 0.76428 -0.37620
C 0.77454 0.23946 -0.04974
O 0.64130 -0.58446 1.01904
C -0.56855 -0.99865 1.17574
C -1.47342 -0.23121 0.27107
C -0.48651 0.14125 -0.84973
H 2.79361 0.72283 0.44687
H -0.38090 -0.66395 -1.59387
H -0.76309 -1.68148 1.99049
H -2.38795 -0.74606 -0.02445
H -1.75588 0.69037 0.81863
H -0.74853 1.06038 -1.37205
*
```